[1]
The following is a DFT calculation (ωB97M-V/def2-TZVPD) of a 3-piece molecular cluster, C3H13NO2S2 overall.

```
21
Properties=species:S:1:pos:R:3:forces:R:3:lowdin_spin:R:1
N -2.313 -0.506 1.192 -0.40 1.56 -0.27 0.002
C -0.904 -0.096 1.013 0.15 -1.18 0.04 0.001
C -0.622 0.107 -0.476 0.54 0.54 0.79 0.010
C -0.034 -1.241 1.575 1.02 1.13 -0.70 0.046
S 1.764 -1.037 1.221 -1.10 -1.56 -1.94 0.384
S 2.696 0.171 2.857 1.01 1.29 2.12 0.483
H -2.840 -0.340 0.345 -0.07 0.21 -0.02 0.000
H -2.413 -1.471 1.365 0.21 -1.28 0.35 0.000
H -0.733 0.806 1.607 0.16 -0.02 -0.19 0.000
H -1.141 1.016 -0.805 -0.60 -0.65 -0.51 0.001
H 0.432 0.308 -0.675 0.14 -0.10 0.33 0.006
H -0.849 -0.865 -0.917 -0.46 0.41 -0.66 0.002
H -0.164 -1.267 2.646 -0.12 -0.35 0.42 0.004
H -0.261 -2.179 1.075 -0.51 -0.17 0.20 0.015
H 2.581 1.328 2.212 -0.05 0.18 -0.07 0.029
H 0.742 -1.070 -2.488 -0.54 -0.21 -0.35 0.004
H 1.850 -1.295 -3.378 0.25 -0.21 -0.53 0.002
O 0.889 -1.326 -3.419 0.32 0.41 0.97 0.010
H 0.703 2.795 -2.355 0.10 0.21 0.10 0.000
H 0.047 2.798 -1.011 0.04 0.05 0.26 0.000
O 0.570 3.365 -1.585 -0.10 -0.25 -0.36 0.001
```
Positions in Å, forces in eV/Å.

net charge = -1
expectation value of S² = 0.753
orbital gap (spin up / spin down) = 3.676 / 7.049 eV
2S+1 = 2
E_HOMO (spin up / spin down) = -0.54 / -4.00 eV

[2]
The following is a DFT calculation (ωB97M-V/def2-TZVPD) of a 5-piece molecular cluster, C3H13NO2S2 overall.

```
21
Properties=species:S:1:pos:R:3:forces:R:3:mulliken_charge:R:1
N 0.838 1.834 -0.112 -0.76 -0.51 -2.67 -0.455
C 0.484 0.480 -0.377 1.87 1.36 -3.11 -0.094
C -0.523 0.055 -1.496 -0.64 1.07 0.97 -0.726
S -0.696 -1.705 -1.549 -0.76 1.58 0.51 0.001
S -2.474 0.585 1.211 0.23 -1.75 -0.12 -0.023
C -3.414 -0.908 0.812 0.02 0.08 0.53 -0.550
H 0.125 2.573 -0.434 1.30 -1.68 0.75 0.277
H 1.771 1.960 -0.603 -0.67 -0.24 1.38 0.328
H 0.019 0.093 0.545 -1.69 -2.05 3.31 -0.574
H 1.337 -0.205 -0.548 0.40 0.95 0.80 0.532
H -0.354 -0.654 1.076 0.26 1.41 -1.06 0.715
H -1.410 0.815 -1.393 0.00 -1.60 0.45 0.295
H -4.419 -0.499 0.726 -0.19 -0.65 -0.40 0.334
H -3.413 -1.905 1.381 0.50 1.86 -0.16 0.301
H -3.043 -1.254 -0.189 0.26 0.16 -0.51 0.086
H 2.878 -0.549 0.723 -0.12 -0.98 0.65 0.397
H 2.719 -0.429 2.235 0.18 0.72 1.31 0.269
O 2.531 -1.131 1.638 -0.09 0.40 -2.22 -0.768
H -0.107 0.453 -2.419 0.18 -0.22 -0.40 0.401
H 3.963 0.126 -0.858 1.60 -0.43 -0.77 0.151
O 3.188 0.266 -0.367 -1.88 0.53 0.75 -0.899
```
Positions in Å, forces in eV/Å.

net charge = 0
orbital gap = 3.055 eV
E_HOMO = -8.15 eV

[3]
The following is a DFT calculation (ωB97M-V/def2-TZVPD) of a 4-piece molecular cluster, C3H13NO3 overall.

```
20
Properties=species:S:1:pos:R:3:forces:R:3:mulliken_charge:R:1
C -1.827 0.712 1.665 0.64 -0.50 1.31 -1.166
C -0.798 0.053 0.826 -1.29 -0.36 -2.36 0.241
C -1.093 -0.537 -0.363 -1.75 -1.98 0.78 -0.669
N -0.323 -1.570 -0.976 1.28 1.48 -0.24 -0.508
H -1.633 1.740 1.485 -0.64 1.47 0.35 0.286
H -1.548 0.520 2.782 -0.85 0.21 -1.91 0.270
H -2.855 0.397 1.404 0.58 0.29 0.37 0.319
H 0.189 0.390 0.918 1.76 -0.57 1.19 0.411
H -2.093 -0.374 -0.855 0.71 -0.64 0.88 0.418
H -0.693 -2.485 -1.155 -1.22 0.27 -0.32 0.270
H 0.463 -1.791 -0.392 0.64 0.23 0.31 0.215
O 2.232 -1.919 0.831 -0.21 1.60 -1.18 -0.639
H 2.805 -2.391 1.411 0.74 -0.37 0.61 0.289
H 2.699 -1.090 0.547 -0.56 -1.11 0.54 0.318
O -0.477 1.538 -2.376 -0.10 0.47 1.46 -0.693
H -0.721 2.031 -1.553 0.21 -0.16 -1.13 0.363
H -0.395 0.660 -1.976 -0.04 -0.28 -0.58 0.280
O 2.010 1.412 -0.337 -1.59 -0.97 1.92 -0.593
H 1.408 1.021 -0.960 -0.99 -0.37 -0.25 0.308
H 2.650 1.681 -0.927 2.68 1.31 -1.71 0.282
```
Positions in Å, forces in eV/Å.

net charge = 0
structure (SMILES) = C/C=C/N.O.O.O
orbital gap = 8.501 eV
E_HOMO = -7.87 eV

[4]
The following is a DFT calculation (ωB97M-V/def2-TZVPD) of a 4-piece molecular cluster, C3H13NO3 overall.

```
20
Properties=species:S:1:pos:R:3:forces:R:3:mulliken_charge:R:1
C 0.255 0.942 2.393 0.09 -2.68 -0.58 -0.457
N -0.524 0.438 1.526 -0.62 -0.70 0.89 -0.196
C -0.892 -0.949 1.810 -1.12 -1.28 0.86 -0.368
C -0.859 -1.833 0.566 1.74 0.53 -0.84 -0.912
H 0.727 0.333 3.233 -0.74 1.00 -0.81 0.224
H 0.660 1.798 2.001 1.14 2.74 0.38 0.348
H -0.067 -1.336 2.450 -1.12 -0.06 0.36 0.353
H -1.979 -0.998 2.261 2.26 0.14 -0.39 0.234
H -0.022 -1.442 -0.025 0.15 -0.23 0.34 0.127
H -0.610 -2.919 0.628 -0.87 0.85 0.57 0.319
H -1.667 -1.582 -0.078 -1.18 -0.45 -0.44 0.342
O 2.725 -0.776 -3.125 0.37 -0.53 1.81 -0.644
H 2.173 -0.538 -2.302 1.36 -0.36 -1.58 0.405
H 3.536 -1.284 -2.831 -1.66 1.01 -0.29 0.311
O -1.739 2.159 -0.684 -1.23 -1.23 0.26 -0.672
H -1.562 1.664 0.146 0.36 0.30 -0.21 0.403
H -2.589 1.724 -0.950 1.07 0.80 0.01 0.325
O 0.725 0.128 -1.324 -0.02 -0.72 -0.46 -0.740
H 0.296 0.954 -1.065 -0.38 -0.24 -0.25 0.271
H 0.061 -0.492 -1.696 0.41 1.13 0.35 0.328
```
Positions in Å, forces in eV/Å.

net charge = 0
structure (SMILES) = C=NCC.O.O.O
orbital gap = 11.218 eV
E_HOMO = -10.52 eV

[5]
The following is a DFT calculation (ωB97M-V/def2-TZVPD) of a 3-piece molecular cluster, C3H13NO3 overall.

```
20
Properties=species:S:1:pos:R:3:forces:R:3:lowdin_spin:R:1
C 0.907 0.983 -0.496 -3.18 0.80 -2.05 0.080
N 0.483 -0.359 0.005 0.11 3.57 3.20 0.693
C -0.160 -0.246 1.368 -3.63 -0.22 -3.54 0.062
C 0.613 -0.582 2.521 3.36 -3.27 4.16 0.035
O 1.881 0.064 2.652 -0.35 -1.97 0.05 0.010
H 1.231 1.083 -1.603 -0.48 -0.72 1.95 0.004
H 1.678 1.356 0.158 0.55 -0.08 0.42 0.040
H -0.070 1.676 -0.318 2.41 -1.55 -0.55 0.008
H 1.106 -1.127 0.124 1.00 -1.10 -1.12 0.018
H -0.835 0.622 1.538 1.25 0.48 -0.80 0.002
H -1.038 -0.913 1.229 0.39 -0.65 0.43 0.036
H -0.075 -0.393 3.402 0.75 -0.17 -0.77 0.009
H 1.140 -1.595 2.710 -2.38 0.46 -0.91 0.002
H 1.669 0.910 2.429 0.08 4.46 -0.46 0.000
H -4.175 0.936 0.668 -0.13 0.40 -1.49 0.000
H -3.633 1.166 -0.896 -1.56 0.89 -1.75 0.000
O -3.494 0.903 -0.026 1.84 -1.32 3.29 0.000
H 0.469 -0.052 -5.143 -0.08 -1.84 0.03 0.000
H 0.286 -1.382 -4.188 0.56 1.33 -3.66 0.000
O 0.451 -1.054 -5.190 -0.50 0.50 3.60 0.000
```
Positions in Å, forces in eV/Å.

net charge = +1
expectation value of S² = 0.754
orbital gap (spin up / spin down) = 10.709 / 5.591 eV
2S+1 = 2
E_HOMO (spin up / spin down) = -13.99 / -13.99 eV

[6]
The following is a DFT calculation (ωB97M-V/def2-TZVPD) of a 4-piece molecular cluster, C3H13NO4 overall.

```
21
Properties=species:S:1:pos:R:3:forces:R:3:mulliken_charge:R:1
C 1.473 -0.414 0.343 2.28 2.38 -0.34 -0.279
N 1.133 -0.645 -1.021 -1.05 2.28 2.63 0.063
C 0.532 0.442 -1.702 2.07 1.76 -2.18 -0.252
C -0.966 0.697 -1.385 -2.34 1.00 0.34 -0.791
O 1.887 0.875 0.647 -0.71 -1.18 0.07 -0.553
H 0.653 -0.529 1.077 -1.40 -0.56 0.05 0.292
H 2.157 -1.231 0.687 -0.08 0.28 -0.19 0.352
H 1.044 1.369 -1.257 -0.47 -1.24 -1.24 0.340
H 0.731 0.312 -2.875 -0.55 0.19 2.49 0.303
H -0.954 1.197 -0.360 -0.28 -0.78 -1.18 0.244
H -1.457 1.442 -2.127 1.36 -1.11 1.05 0.334
H -1.648 -0.206 -1.388 1.29 1.04 -0.07 0.234
H -1.840 -0.888 0.455 -1.12 0.95 2.05 0.300
H -1.556 0.191 1.586 -0.72 -0.21 -0.32 0.354
O -2.294 -0.357 1.211 1.46 -0.83 -1.34 -0.667
H 0.599 -1.496 -0.994 -1.84 -3.35 -0.83 0.373
H -0.817 -2.992 -0.614 0.00 0.77 0.03 0.211
O -0.836 -2.010 -0.553 1.13 -0.69 -0.20 -0.711
H -0.327 1.968 2.689 0.14 -0.12 -0.11 0.182
H 1.090 1.294 1.299 -0.41 0.00 0.00 0.482
O -0.237 1.459 1.874 1.25 -0.58 -0.70 -0.811
```
Positions in Å, forces in eV/Å.

net charge = 0
orbital gap = 4.554 eV
E_HOMO = -9.67 eV

[7]
The following is a DFT calculation (ωB97M-V/def2-TZVPD) of a 4-piece molecular cluster, C3H13NO4 overall.

```
21
Properties=species:S:1:pos:R:3:forces:R:3:mulliken_charge:R:1
C 0.983 -2.115 -0.374 1.03 0.02 -2.18 -1.079
N 0.277 -0.893 -0.058 0.06 -0.37 1.11 0.057
C -0.852 -0.568 -0.724 -0.77 -1.27 -1.64 0.631
C -0.972 -1.029 -2.205 0.60 0.19 0.62 -1.123
O -1.853 -0.005 -0.305 0.73 0.84 0.94 -0.641
H 0.385 -3.025 -0.440 -0.22 0.12 0.42 0.324
H 1.881 -2.294 0.208 -0.31 0.27 0.67 0.354
H 1.414 -1.980 -1.381 -0.15 -0.25 0.15 0.328
H 0.360 -0.668 0.929 -0.60 0.31 -0.02 0.210
H -1.592 -1.921 -2.263 -0.30 0.12 0.13 0.283
H -1.462 -0.179 -2.667 -0.14 -0.22 -0.35 0.295
H -0.054 -1.286 -2.732 0.10 0.29 0.15 0.381
O 1.698 1.769 1.131 0.69 0.04 0.08 -0.634
H 2.472 2.333 0.974 -0.40 -0.27 0.12 0.293
H 0.950 2.250 0.770 -0.46 0.34 -0.13 0.343
O -1.108 3.013 0.325 -0.13 -0.33 0.11 -0.680
H -1.826 2.970 0.983 0.44 -0.08 -0.51 0.328
H -1.285 2.283 -0.294 -0.20 0.17 0.43 0.315
O 0.148 0.100 2.972 0.48 0.16 -0.39 -0.667
H -0.475 0.661 2.520 -1.36 0.08 -0.04 0.320
H 0.911 0.584 2.633 0.93 -0.16 0.33 0.362
```
Positions in Å, forces in eV/Å.

net charge = 0
structure (SMILES) = CNC(C)=O.O.O.O
orbital gap = 10.377 eV
E_HOMO = -9.80 eV

[8]
The following is a DFT calculation (ωB97M-V/def2-TZVPD) of a 4-piece molecular cluster, C3H13NO5S overall.

```
23
Properties=species:S:1:pos:R:3:forces:R:3:mulliken_charge:R:1
O 1.223 -0.481 1.015 -0.08 0.01 0.32 -0.721
C 0.562 0.545 1.012 -0.71 -0.50 -1.53 0.640
O 1.123 1.725 1.180 1.32 1.05 1.49 -0.545
N -0.779 0.551 0.764 0.83 -0.61 0.06 0.054
C -1.504 -0.647 0.396 -1.46 -0.53 1.28 -0.734
C -2.216 -1.357 1.593 0.53 0.60 -0.13 -0.628
S -1.195 -2.109 2.914 -0.07 0.02 0.06 -0.219
H 1.099 2.455 0.538 -1.01 -0.84 -0.48 0.392
H -1.242 1.438 0.709 -0.05 0.11 0.01 0.234
H -2.343 -0.317 -0.218 0.18 -0.08 -0.34 0.418
H -0.960 -1.430 -0.124 0.62 0.55 -0.23 0.314
H -2.819 -0.616 2.108 -0.13 0.14 0.11 0.309
H -2.903 -2.103 1.210 0.05 -0.21 -0.20 0.399
H 0.014 -2.145 2.340 -0.10 0.13 -0.30 0.104
O 2.723 -1.035 -1.263 0.17 0.51 0.28 -0.678
H 3.288 -0.348 -1.637 -0.01 -0.23 -0.21 0.325
H 2.515 -0.659 -0.384 -0.19 -0.48 0.08 0.359
O 0.393 2.653 -1.260 -0.69 -0.37 0.02 -0.678
H 0.126 1.815 -1.710 0.52 0.44 0.31 0.368
H 1.156 2.970 -1.732 0.35 0.12 -0.47 0.296
O 0.376 0.045 -2.342 0.51 -1.52 -0.34 -0.638
H 0.908 -0.651 -1.853 -0.31 1.19 -0.34 0.362
H 0.454 -0.297 -3.256 -0.25 0.51 0.55 0.266
```
Positions in Å, forces in eV/Å.

net charge = 0
structure (SMILES) = O=C(O)NCCS.O.O.O
orbital gap = 9.060 eV
E_HOMO = -8.78 eV

[9]
The following is a DFT calculation (ωB97M-V/def2-TZVPD) of one molecule with the formula C3H13P5.

```
21
Properties=species:S:1:pos:R:3:forces:R:3:mulliken_charge:R:1
C -0.982 -0.728 -1.954 -0.61 0.05 -0.69 -0.898
P -0.334 -0.110 -0.598 -0.20 0.46 0.92 0.534
C -0.502 1.722 -0.647 -1.19 0.31 -1.55 -0.563
C -0.685 2.334 0.725 5.43 0.36 -0.22 -1.406
P 1.758 -0.484 -0.249 1.12 1.00 -1.26 -0.166
P 2.103 -2.488 -1.089 -1.55 0.64 -2.00 -0.101
P -0.930 -0.780 1.611 0.48 2.63 0.87 -0.141
P 0.243 -2.152 2.562 1.45 0.05 -0.07 -0.152
H -1.478 0.043 -2.543 -0.30 -0.62 -0.01 0.226
H -0.910 -1.765 -2.240 -0.02 0.11 -0.18 0.278
H 0.217 2.048 -1.443 0.21 0.20 1.48 0.482
H -1.424 1.991 -1.187 -0.16 -0.83 -0.04 0.368
H 0.358 2.223 1.243 -2.10 -0.35 -0.05 0.304
H -0.811 3.368 0.837 -0.27 1.78 -0.90 0.464
H -1.494 1.941 1.210 -1.64 -1.44 1.38 0.341
H 1.897 0.114 -1.629 0.10 -0.37 1.42 0.110
H 1.476 -3.131 -0.048 0.62 -0.61 1.09 0.076
H 3.463 -2.365 -0.918 0.77 -0.44 0.93 0.065
H -1.045 0.460 2.525 -0.22 -1.57 -1.46 0.074
H -2.230 -1.149 1.415 -0.93 -0.32 0.04 0.111
H 1.310 -1.090 2.418 -0.99 -1.05 0.30 -0.006
```
Positions in Å, forces in eV/Å.

net charge = 0
structure (SMILES) = C=[P@](CC)([PH]#[PH2])[PH2]=P
orbital gap = 7.304 eV
E_HOMO = -6.99 eV

[10]
The following is a DFT calculation (ωB97M-V/def2-TZVPD) of a 2-piece molecular cluster, C3H14BN3 overall.

```
21
Properties=species:S:1:pos:R:3:forces:R:3:mulliken_charge:R:1
B -0.049 -0.139 -0.012 0.09 4.25 -1.25 0.309
C 0.296 -2.324 -1.290 0.19 -0.36 -2.55 -0.871
C -0.433 -0.730 1.377 -0.81 -0.14 1.21 -0.617
C 0.237 1.926 -0.650 -0.01 -3.55 2.21 -1.055
N 0.254 -0.795 -1.140 0.03 -2.93 -1.30 -0.111
N 0.681 -0.544 2.366 2.72 -0.67 -1.18 -0.296
N -1.062 2.572 -0.851 0.63 2.16 -4.85 -0.273
H 0.475 -2.906 -0.400 -0.05 0.39 0.51 0.352
H -0.541 -2.816 -1.870 0.09 1.23 1.06 0.344
H 1.099 -2.617 -2.010 -0.03 0.72 0.86 0.342
H -0.439 -1.791 1.173 -0.69 -0.44 0.33 0.244
H -1.359 -0.405 1.956 0.92 -0.43 -1.40 0.345
H 0.755 1.637 -1.536 0.08 0.51 -0.79 0.337
H 0.863 2.478 0.023 0.15 0.40 0.13 0.462
H 0.471 -0.336 -2.037 -0.12 -0.38 0.86 0.274
H 0.351 -0.508 3.307 -0.32 -0.33 1.09 0.365
H 1.445 -1.364 2.287 -1.82 2.57 0.30 0.413
H 1.085 0.405 2.186 0.32 -1.09 0.35 0.329
H -1.501 2.669 0.011 -1.56 0.12 1.69 0.300
H -1.054 3.614 -1.337 0.24 -2.92 1.47 0.420
H -1.575 1.974 -1.553 -0.05 0.88 1.25 0.387
```
Positions in Å, forces in eV/Å.

net charge = +2
orbital gap = 10.479 eV
E_HOMO = -17.73 eV

The records above yield energy relative to the best compared isomer or geometry (same formula, charge and spin) values of 77.7 1084.9 199.1 182.5 377.5 894.7 77.9 14.7 253.5 257.5 kJ/mol, respectively.